1.
The following is a quantum chemistry calculation of a molecular structure, C18H48F6NO12S2Sn, from the Open Molecules 2025 dataset.

```
88
Properties=species:S:1:pos:R:3:forces:R:3:mulliken_charge:R:1
Sn 1.073 0.563 4.747 -0.732 -0.347 -2.469 1.573
C 2.370 2.140 1.434 -0.518 1.807 -3.724 0.214
F 2.978 2.900 0.474 -0.268 -1.428 0.782 -0.169
F 3.195 2.142 2.459 -0.719 -0.026 1.378 -0.215
F 1.182 2.824 1.601 1.229 -1.347 1.223 -0.133
S 2.114 0.344 0.787 1.482 1.323 -1.827 1.106
O 1.904 0.477 -0.672 -0.545 -0.189 3.936 -0.367
O 3.296 -0.348 1.204 -0.438 0.157 0.503 -0.662
N 0.800 -0.074 1.849 1.791 1.100 0.264 0.155
S -0.106 -0.885 0.822 -3.741 -1.893 -3.231 0.592
O -0.881 0.002 -0.036 0.937 -0.883 1.052 -0.581
O 0.643 -1.988 0.186 -0.744 2.391 1.634 -0.623
C -1.469 -1.806 1.850 0.878 0.186 -2.895 0.195
F -2.551 -1.068 2.100 0.704 -0.593 0.020 -0.146
F -1.749 -2.950 1.219 -0.652 1.186 -0.143 -0.186
F -0.815 -2.155 2.895 0.656 -0.339 3.678 -0.185
C 4.056 1.557 -2.730 -0.526 0.416 -0.598 -0.923
C 3.985 1.845 -4.245 1.014 -0.048 1.588 -0.386
O 4.199 0.664 -4.982 -0.351 -0.064 -0.349 -0.512
H 3.863 2.487 -2.196 -0.408 -0.021 0.151 0.186
H 5.055 1.282 -2.392 0.088 -0.408 -0.283 0.495
H 3.315 0.791 -2.501 0.184 0.096 0.339 0.263
H 4.803 2.549 -4.399 -0.118 0.371 -0.637 0.346
H 3.025 2.297 -4.497 0.089 -0.188 -0.240 0.236
H 4.866 0.160 -4.509 0.082 -0.110 -0.088 0.320
C -3.114 2.829 3.303 1.477 0.446 -0.855 -1.227
C -1.543 3.019 3.111 -2.367 -0.263 0.321 0.345
O -1.015 2.623 4.412 1.798 -1.162 -0.195 -0.481
H -3.192 1.878 3.831 -0.420 0.231 0.226 0.371
H -3.692 2.739 2.384 0.361 0.011 -0.212 0.283
H -3.529 3.699 3.813 -0.016 -0.290 0.437 0.407
H -1.216 4.041 2.923 -0.135 -0.107 -0.198 0.209
H -1.192 2.335 2.338 0.292 0.039 0.276 -0.044
H -1.500 3.100 5.090 -0.073 0.087 0.227 0.280
C 2.076 -4.159 2.513 0.636 -0.150 -2.497 -0.497
C 2.534 -3.768 3.853 -0.340 -2.059 0.427 -0.568
O 2.489 -2.390 4.122 -0.023 2.028 0.603 -0.320
H 2.737 -3.830 1.711 0.176 0.672 0.025 0.333
H 1.084 -3.819 2.216 -0.100 -0.169 0.475 -0.278
H 2.166 -5.231 2.335 -0.522 -0.228 0.591 0.384
H 3.573 -4.032 4.046 -0.085 -0.690 -0.182 0.427
H 1.893 -4.353 4.512 0.117 0.397 0.756 0.241
H 3.424 -2.247 4.291 -0.117 0.894 0.041 0.272
C 1.554 6.429 1.454 0.227 2.266 -1.396 -0.987
C 0.533 6.147 0.379 -1.755 -1.675 -0.922 0.013
O -0.063 7.174 -0.471 1.248 0.283 1.389 -0.561
H 2.339 6.909 0.870 0.714 -0.101 0.421 0.341
H 1.944 5.544 1.957 -0.329 0.032 -0.136 0.211
H 1.229 7.222 2.127 -0.149 -0.337 0.386 0.335
H -0.327 5.653 0.832 -0.190 -0.287 0.219 0.194
H 0.966 5.413 -0.300 0.151 -0.186 0.028 0.134
H -0.270 6.756 -1.310 0.069 -0.078 0.000 0.332
C -0.073 1.516 -4.515 0.331 -0.112 -1.733 -1.282
C -0.158 2.214 -3.214 -0.466 -0.173 0.681 0.777
O -1.220 3.124 -3.213 0.051 1.681 0.160 -0.651
H 0.830 0.915 -4.621 -0.239 -0.571 0.232 0.313
H -0.007 2.184 -5.374 0.165 0.662 0.211 0.325
H -1.002 1.003 -4.762 0.149 -0.647 0.400 0.307
H 0.753 2.761 -2.973 0.077 0.100 -0.063 0.149
H -0.324 1.489 -2.418 0.223 -0.236 0.211 -0.307
H -2.075 2.701 -3.104 0.115 -0.518 -0.138 0.414
C 0.079 -3.275 -2.564 0.013 0.487 0.432 -0.789
C 0.822 -4.412 -1.803 -1.211 1.282 -0.604 -0.247
O 0.367 -4.487 -0.459 0.355 -0.155 -0.161 -0.543
H 0.290 -2.289 -2.152 0.896 -0.017 -0.035 -0.017
H -0.999 -3.207 -2.419 -0.273 -1.097 -0.251 0.294
H 0.329 -3.246 -3.625 -0.076 -0.153 0.014 0.418
H 1.874 -4.128 -1.798 0.213 -0.556 -0.234 0.207
H 0.602 -5.368 -2.278 0.393 0.011 0.114 0.401
H 0.664 -3.669 -0.052 -0.177 0.034 0.147 0.274
C -2.992 -7.236 0.837 -0.312 0.558 0.509 -1.208
C -2.173 -5.973 1.120 0.497 0.734 -0.240 0.117
O -0.769 -6.233 1.086 -0.818 -0.870 1.064 -0.570
H -2.448 -7.956 0.227 -0.028 0.061 0.203 0.313
H -3.980 -7.063 0.411 0.157 0.387 -0.456 0.348
H -3.271 -7.616 1.820 0.428 -0.710 -0.071 0.275
H -2.489 -5.561 2.078 0.197 -0.362 0.715 0.196
H -2.334 -5.071 0.529 -0.437 -0.500 -1.047 0.182
H -0.321 -5.523 0.620 0.066 0.121 -0.505 0.569
C -4.571 0.744 -0.861 0.568 -1.861 -0.298 -1.030
C -4.272 1.853 -1.825 -0.816 1.449 1.788 -0.177
O -3.381 1.566 -2.858 -0.431 -0.842 0.008 -0.511
H -3.677 0.347 -0.381 0.211 0.309 0.207 0.092
H -4.905 -0.109 -1.451 -0.383 -0.250 -0.029 0.423
H -5.338 0.914 -0.106 0.032 0.484 -0.186 0.363
H -3.834 2.655 -1.231 0.053 0.361 -0.333 0.260
H -5.245 2.185 -2.186 0.047 0.362 -0.413 0.301
H -3.791 0.816 -3.295 0.410 -0.203 -0.615 0.271
```
Positions in Å, forces in eV/Å.

Properties
total charge = +1
molecular weight = 767.41 g/mol
energy above the lowest of the compared OMol25 structures with the same formula, charge and spin = 6.010 eV



2.
The following is a quantum chemistry calculation of a molecular structure, C6H12N2O, from the Open Molecules 2025 dataset.

```
21
Properties=species:S:1:pos:R:3:forces:R:3:mulliken_charge:R:1
C 2.036 0.585 0.916 0.036 0.120 0.022 -1.469
C 1.300 -0.335 -0.034 0.151 0.108 -0.043 1.154
C 0.084 0.252 -0.729 0.204 -0.191 -0.241 -0.940
C -1.055 0.582 0.236 0.214 -0.758 0.030 -0.332
C -2.327 0.869 -0.469 -3.650 2.593 0.419 0.334
N -3.069 1.807 -0.740 0.455 -1.411 -0.136 -0.684
C 2.072 -1.379 -0.750 0.271 0.043 -0.249 -0.724
N 1.165 -1.743 0.342 -0.129 -0.105 0.147 -0.641
H 2.961 0.114 1.276 -0.219 0.106 -0.074 0.404
H 2.306 1.524 0.411 -0.046 -0.214 0.150 0.321
H 1.419 0.834 1.791 0.134 -0.048 -0.193 0.338
H 0.383 1.160 -1.273 -0.106 -0.195 0.110 0.320
H -0.275 -0.468 -1.476 0.082 0.121 0.206 0.399
H -1.225 -0.264 0.921 0.153 0.176 -0.270 0.353
H -0.808 1.456 0.859 -0.270 -0.181 -0.311 0.267
H 1.761 -1.697 -1.748 0.066 0.065 0.315 0.264
H 3.147 -1.437 -0.564 -0.297 0.037 -0.067 0.278
H 1.704 -1.945 1.182 -0.129 0.080 -0.125 0.299
O -3.796 -0.279 -0.225 1.411 -0.350 -0.435 -0.745
H -3.565 -0.663 0.628 -0.986 -0.100 0.478 0.301
H -4.218 1.026 -0.555 2.655 0.105 0.265 0.503
```
Positions in Å, forces in eV/Å.

Properties
molecular weight = 128.17 g/mol
energy above the lowest of the compared OMol25 structures with the same formula, charge and spin = 4.836 eV



3.
The following is a quantum chemistry calculation of 3 unconnected molecules or ions with the total composition C4H8BrN, from the Open Molecules 2025 dataset.

```
14
Properties=species:S:1:pos:R:3:forces:R:3:mulliken_charge:R:1
C -2.573 2.942 0.088 -0.583 0.163 -0.328 0.073
C -0.734 -0.165 0.496 -1.559 0.072 -1.822 0.295
C -0.620 0.712 1.674 0.914 -0.301 1.387 -0.978
C -0.373 -1.438 0.387 0.194 1.604 -0.147 -0.934
N -3.660 2.575 -0.025 0.983 0.185 0.210 -0.352
Br 2.807 -0.764 -2.939 -0.241 0.097 0.096 -0.209
H -1.582 3.371 0.118 -0.412 -0.305 0.086 0.284
H -1.234 0.273 -0.392 0.455 -0.104 0.386 0.227
H -0.170 1.650 1.424 1.079 0.522 -0.718 0.244
H 0.172 0.159 2.311 -1.848 1.239 0.075 0.262
H -1.547 1.210 2.098 0.580 -1.786 0.153 0.308
H 0.055 -1.937 1.186 0.820 -0.900 1.791 0.281
H 1.566 -0.271 -2.429 0.224 -0.102 -0.061 0.202
H -0.269 -1.964 -0.520 -0.607 -0.384 -1.106 0.298
```
Positions in Å, forces in eV/Å.

Properties
molecular weight = 150.02 g/mol
energy above the lowest of the compared OMol25 structures with the same formula, charge and spin = 1.514 eV



- The highest energy above the lowest of the compared OMol25 structures with the same formula, charge and spin belongs to which entry?
  C18H48F6NO12S2Sn



- Which value of molecular weight does entry 1 give?
  767.41 g/mol



- What is the energy above the lowest of the compared OMol25 structures with the same formula, charge and spin in the second record?
  4.836 eV